{"formula": "C33H67AlCl33FOP", "method": "ωB97M-V with the def2-TZVPD basis set", "elements": ["Cl", "H", "Cl", "C", "H", "Cl", "Cl", "Cl", "H", "C", "H", "H", "Cl", "H", "H", "C", "H", "Cl", "H", "H", "H", "C", "H", "H", "H", "Cl", "Cl", "H", "C", "H", "Cl", "H", "C", "H", "F", "C", "H", "H", "H", "C", "H", "Cl", "H", "H", "H", "H", "Cl", "P", "C", "H", "H", "H", "C", "Cl", "H", "H", "O", "Cl", "H", "H", "H", "H", "Cl", "C", "Cl", "H", "C", "H", "H", "H", "C", "Cl", "H", "Cl", "H", "C", "H", "H", "C", "C", "C", "Cl", "Cl", "Cl", "C", "C", "H", "Cl", "H", "H", "H", "H", "C", "Cl", "Cl", "C", "C", "Cl", "C", "C", "Cl", "H", "Al", "C", "H", "H", "H", "Cl", "H", "Cl", "H", "C", "H", "H", "C", "H", "Cl", "H", "Cl", "H", "C", "C", "Cl", "C", "C", "H", "C", "H", "Cl", "H", "H", "H", "H", "H", "C", "Cl", "H"], "coordinates": [[-3.72770, -0.75251, 7.18232], [2.05447, 1.78551, -10.29034], [6.30019, -2.46106, 6.17403], [-2.92183, -4.44896, 8.31615], [0.98937, 4.14537, 1.84743], [-10.21253, -4.67010, -2.29388], [-9.17366, -0.60389, 0.68609], [-0.40567, -1.06446, 9.42124], [-2.42214, -6.38286, 9.13010], [-9.79751, -4.11280, 0.35252], [-10.03248, -0.86749, -2.89632], [-11.72000, -4.15628, -0.57259], [-0.35579, -4.67766, -3.45857], [-8.92402, -1.84126, -1.92311], [0.53833, -3.06419, 10.19626], [-2.48136, -1.21974, -2.57439], [4.23142, 7.29406, -2.96444], [2.83189, -1.32939, 10.42311], [-5.64822, -0.31807, 5.90828], [-1.64227, -1.79558, -2.95798], [1.87398, -3.26830, -4.66765], [0.97666, -3.09953, -5.25580], [8.61136, -2.82297, 6.35690], [1.92538, 0.38858, 3.04651], [-3.93974, -1.34788, 4.35875], [-2.44609, 0.46759, 4.26024], [-1.30444, 4.50499, 2.11087], [-3.97127, -2.09173, -3.87356], [-4.88473, 2.40094, -0.89331], [7.18121, 0.73587, -2.51306], [6.94197, -1.40730, 9.32862], [2.80891, -0.03012, 8.12644], [-9.37207, -0.85577, -2.03067], [-0.92211, -4.03414, -5.65049], [0.24987, 2.48894, -1.54911], [2.35370, 1.59155, -4.84994], [4.87770, -5.11881, -8.69548], [5.49185, -2.83219, -9.21820], [8.17102, -1.14894, 6.72496], [0.23954, -2.14279, 10.68347], [-2.44603, -3.63682, 7.77169], [-8.32331, -5.09889, 0.51155], [7.54811, -3.53759, 8.53389], [2.03586, 2.30755, -2.86370], [7.09107, 0.39777, -5.04936], [4.87917, 4.98537, -3.26438], [-0.43064, -5.12579, 9.17518], [1.66226, 0.94610, 0.98168], [4.37642, -4.31247, -8.16274], [0.46228, -5.13931, -5.61084], [6.07288, 5.74431, -2.20559], [1.40314, -0.25562, 7.07323], [0.01839, -4.25685, -5.15231], [-4.49369, 2.16271, 1.77812], [4.07919, 3.20974, -9.80884], [8.94768, -2.47123, 8.73521], [1.62354, 1.19725, 2.62387], [2.72426, 1.57933, 6.41393], [1.65860, -2.14510, 12.28198], [6.14988, -3.21711, -7.61996], [5.82881, 1.63856, -5.10219], [1.74462, 3.13927, -9.19679], [0.70664, 3.44373, -11.28373], [-5.44961, 2.83795, 0.43295], [6.26586, 8.40903, -3.33967], [-1.78311, -6.07192, 7.50798], [3.25592, -1.09891, 6.35472], [1.10819, -0.52841, 11.81600], [1.26695, -2.95965, -6.29596], [-5.54287, 2.70614, -1.70620], [5.09632, 7.08071, -3.58963], [6.96307, 5.21722, -4.32369], [-4.69551, 0.12334, 3.72688], [5.05980, -0.35728, -4.13370], [-3.64674, -2.99857, -2.38740], [5.23404, -3.07185, -8.18761], [-10.24574, -4.04353, 1.34250], [-1.34275, 1.73320, 0.53899], [1.63212, 2.46318, -3.86123], [0.36053, 5.49044, -1.18552], [7.90567, -2.18977, 6.89227], [-5.17842, -1.26596, -2.03160], [-3.28881, 3.10603, -1.21670], [2.12106, 6.20745, 0.74009], [2.46977, -0.04818, 7.09323], [-10.15202, -0.45819, -0.80188], [2.31590, 0.55485, -4.52635], [4.08666, -4.88875, -6.50068], [-0.46488, 4.86050, -1.50921], [1.29429, 5.12785, -1.61255], [-4.76107, 1.32733, -0.91522], [-3.81597, -4.75950, 7.77848], [6.29431, 0.87568, -4.48139], [-2.44045, 0.35838, -3.40882], [3.96828, 2.93288, -12.13796], [-4.62195, 0.04256, 5.85543], [0.46332, 5.56469, 0.33194], [5.54222, 2.41878, -2.39713], [7.92750, -2.53391, 8.35984], [6.82426, 1.48965, -3.21059], [3.52036, 1.77743, 0.33220], [-2.32129, -1.02947, -1.51458], [0.01045, 2.47253, 0.14684], [-10.78909, -4.72087, -0.60578], [3.17732, -2.04940, 6.88110], [4.79220, 7.10273, -4.63272], [-10.49408, 0.57117, -0.86926], [-3.45310, -3.80883, 9.89401], [0.56707, 2.25987, -3.82517], [1.60991, 1.64698, -6.48167], [-9.49768, -3.11726, 0.03944], [3.34355, 3.49134, -10.55995], [7.63999, 2.17366, -3.44197], [0.21256, 6.49709, -1.58581], [5.66190, 5.73867, -3.21116], [3.39292, 1.89038, -4.95134], [4.39513, -1.65107, -7.51581], [4.30213, -0.82266, 6.28060], [2.65005, -1.37824, 4.69821], [-0.58267, -2.35914, 11.36426], [1.37788, -1.51253, 11.44134], [2.01668, 2.86900, -10.21587], [0.24379, -1.57463, -4.70838], [-4.04086, -0.27433, 4.50210], [0.20371, 4.25877, 1.10349], [-11.01884, -1.10843, -0.68393], [-3.75232, -2.00163, -2.81240], [-4.61278, 1.11282, 6.04447], [-8.06265, 0.29700, -2.36957], [-5.45333, 3.92084, 0.53522], [-10.99913, -5.75806, -0.35784], [-0.21805, 6.32923, 0.69676], [3.27463, 4.57517, -10.59694], [-6.46894, 2.46497, 0.53564], [-1.99335, -5.62600, 8.47841], [1.85081, 4.19853, -4.25270], [3.41013, -4.13217, -8.62753]], "forces_ev_per_a": [[0.0, 0.0, 0.1], [0.0, 0.0, 0.0], [0.1, -0.1, -0.1], [0.0, 0.0, -0.1], [0.0, -0.1, 0.1], [0.0, 0.0, 0.0], [0.0, 0.1, 0.0], [0.0, 0.0, 0.0], [0.0, 0.0, 0.0], [0.0, 0.0, 0.0], [0.0, 0.0, 0.0], [0.0, 0.0, 0.0], [0.0, 0.0, 0.0], [0.0, 0.0, 0.0], [0.1, 0.1, 0.1], [0.0, 0.0, 0.1], [0.0, 0.0, 0.0], [0.1, 0.0, 0.1], [0.0, 0.0, 0.0], [0.0, 0.0, 0.0], [0.0, 0.0, 0.0], [0.1, 0.0, 0.0], [0.0, 0.0, 0.0], [0.1, 0.1, 0.2], [0.0, 0.0, 0.0], [0.0, 0.0, 0.0], [0.0, 0.0, 0.0], [0.0, 0.1, 0.0], [0.0, 0.1, -0.1], [-0.1, 0.0, 0.0], [0.0, 0.0, 0.0], [-0.1, 0.1, -0.1], [0.0, 0.0, 0.0], [0.0, 0.0, 0.0], [-0.1, 0.1, 0.3], [0.0, 0.0, 0.1], [0.0, 0.0, 0.0], [0.0, 0.0, 0.0], [0.0, 0.0, 0.0], [-0.1, 0.0, 0.0], [0.0, 0.0, 0.0], [0.0, 0.0, 0.0], [0.0, 0.0, 0.0], [0.0, 0.0, -0.1], [0.0, 0.0, 0.1], [0.0, 0.0, -0.1], [0.0, -0.3, 0.0], [-0.1, -0.6, -0.2], [0.0, 0.0, -0.1], [0.0, 0.0, 0.0], [0.0, 0.0, 0.0], [0.0, 0.0, 0.0], [0.0, 0.0, -0.1], [0.0, 0.1, 0.1], [0.0, 0.0, 0.0], [0.0, 0.0, 0.0], [0.0, 0.3, -0.2], [0.0, 0.0, 0.0], [0.0, 0.0, 0.0], [0.0, 0.0, 0.0], [0.0, 0.0, 0.0], [0.0, 0.0, 0.0], [0.0, 0.0, 0.0], [-0.1, 0.0, 0.0], [0.0, 0.0, 0.0], [0.0, 0.1, 0.0], [-0.1, 0.1, 0.1], [0.0, 0.0, -0.1], [0.0, 0.0, 0.0], [-0.1, 0.0, 0.0], [-0.1, 0.0, 0.0], [0.0, 0.0, 0.0], [0.0, 0.0, 0.0], [0.1, -0.2, 0.0], [0.1, 0.0, 0.0], [0.0, 0.1, -0.1], [0.0, 0.0, 0.0], [0.0, -0.1, 0.0], [0.1, -0.1, -0.1], [0.3, 0.5, 0.0], [0.0, 0.0, 0.0], [0.0, 0.0, 0.0], [-0.1, 0.3, -0.1], [0.0, 0.1, 0.0], [0.0, 0.0, 0.0], [-0.1, 0.0, 0.0], [-0.1, 0.0, 0.0], [-0.1, 0.0, 0.0], [0.0, -0.1, 0.1], [-0.2, -0.3, 0.0], [0.0, -0.2, -0.1], [0.0, 0.0, 0.0], [0.0, 0.1, -0.1], [-0.1, -0.2, 0.0], [0.0, 0.0, 0.0], [-0.1, 0.0, -0.1], [-0.2, -0.2, 0.0], [0.1, -0.1, 0.1], [0.1, 0.0, 0.0], [0.0, 0.1, 0.0], [0.0, 0.2, 0.1], [0.0, 0.1, 0.0], [-0.1, -0.1, 0.3], [-0.1, 0.0, 0.1], [0.0, 0.0, 0.0], [0.0, 0.0, 0.0], [0.0, 0.0, 0.0], [0.0, 0.0, 0.0], [0.0, 0.1, 0.0], [0.0, 0.0, -0.1], [0.0, -0.1, 0.0], [0.0, 0.0, 0.1], [-0.1, 0.1, 0.0], [0.0, 0.0, 0.0], [-0.1, 0.0, 0.1], [0.0, 0.0, -0.1], [0.0, -0.1, 0.0], [-0.1, 0.1, 0.0], [0.0, -0.1, 0.0], [0.0, 0.0, 0.0], [0.0, 0.0, 0.1], [0.0, 0.0, 0.1], [0.0, 0.1, -0.1], [0.0, 0.0, -0.1], [0.1, 0.2, -0.3], [0.0, 0.0, 0.0], [0.2, 0.0, 0.0], [0.1, 0.0, 0.0], [-0.1, 0.1, 0.0], [0.1, 0.0, 0.0], [0.0, 0.0, 0.0], [0.1, 0.0, 0.1], [0.0, 0.0, -0.1], [0.0, 0.0, 0.0], [-0.1, 0.0, -0.1], [0.0, 0.1, -0.1], [0.0, 0.0, 0.0]], "mulliken_charge": [-0.142, 0.310, -0.154, -0.440, 0.515, -0.179, -0.177, -0.125, 0.328, 0.106, 0.327, 0.287, -0.205, 0.158, 0.005, 0.078, 0.288, -0.158, 0.310, -0.158, 0.266, -0.377, 0.309, 0.145, 0.307, -0.085, -0.310, 0.298, -0.365, 0.340, -0.168, 0.065, -0.282, 0.321, -0.076, 0.078, 0.347, 0.309, 0.315, -0.250, 0.261, -0.192, 0.308, -0.009, 0.387, -0.170, -0.162, 0.217, -0.464, 0.362, 0.348, 0.204, -0.491, -0.133, 0.276, 0.301, -0.179, -0.188, 0.336, 0.302, 0.255, 0.109, -0.198, -0.488, -0.219, 0.313, -0.433, 0.329, 0.204, 0.328, -0.409, -0.225, 0.154, -0.145, 0.346, -0.526, 0.339, -0.069, -0.019, -0.981, -0.477, -0.118, -0.018, -0.293, -0.109, -0.521, 0.212, -0.181, 0.168, 0.196, 0.042, 0.335, -0.508, -0.166, -0.207, -0.501, 0.073, -0.092, -0.425, -0.509, -0.347, 0.314, -0.621, -0.494, 0.407, 0.328, 0.394, -0.178, 0.194, -0.229, -0.282, -0.412, 0.279, 0.449, 0.051, -0.038, -0.068, 0.253, -0.255, 0.360, -0.500, -0.218, -0.117, -0.357, -0.179, 0.284, -0.591, 0.343, -0.126, 0.325, 0.374, 0.374, 0.333, 0.280, -0.446, -0.232, 0.303], "total_charge": -1, "e_lumo_ev": 1.53, "molar_mass_g_mol": 1726.8, "homo_energy_ev": -4.0179, "gap_ev": 5.5}